Record 1
Entry from the Open Molecules 2025 dataset: C26H30F3IN2O4ReS as an isolated structure (ωB97M-V/def2-TZVPD).

```
68
C26H30F3IN2O4ReS | the Open Molecules 2025 dataset | ωB97M-V/def2-TZVPD
Re -0.672 -1.085 0.470
C -4.788 0.183 -2.761
C -3.587 -0.594 -2.377
C -3.729 -1.791 -1.664
C -2.634 -2.527 -1.263
C -2.806 -3.837 -0.578
C -1.300 -2.033 -1.533
C -1.171 -0.865 -2.376
C 0.169 -0.458 -2.891
C -2.304 -0.167 -2.742
H -5.393 -0.394 -3.462
H -4.533 1.132 -3.222
H -5.414 0.360 -1.887
H -4.724 -2.150 -1.445
H -3.255 -4.548 -1.273
H -3.487 -3.748 0.265
H -1.856 -4.236 -0.231
H -0.548 -2.809 -1.704
H 0.199 -0.644 -3.965
H 0.981 -1.023 -2.436
H 0.341 0.606 -2.745
H -2.205 0.709 -3.366
F 5.285 -4.901 0.920
C 5.238 -3.584 0.778
F 6.026 -3.247 -0.244
F 5.757 -3.026 1.882
C 3.820 -3.068 0.583
C 2.711 -3.893 0.724
C 1.455 -3.322 0.623
N 1.256 -2.007 0.422
C 2.337 -1.225 0.261
C 3.627 -1.718 0.311
H 2.825 -4.950 0.915
H 0.576 -3.945 0.714
H 2.156 -0.167 0.095
H 4.474 -1.073 0.142
I -0.410 -0.346 3.190
C -1.162 -2.144 2.241
H -2.232 -2.242 2.419
H -0.598 -2.991 2.619
C 4.223 1.284 2.051
C 3.031 2.077 1.640
C 2.801 2.396 0.299
C 1.730 3.193 -0.064
C 0.912 3.693 0.931
C 1.074 3.353 2.262
C 2.143 2.548 2.611
S -0.252 4.988 0.482
O 0.279 5.744 -0.595
O -0.767 5.561 1.675
N -1.483 4.052 -0.189
C -2.543 3.519 0.598
C -3.083 2.203 0.041
C -2.089 1.075 0.149
O -0.878 1.194 -0.148
O -2.513 -0.047 0.545
H 4.818 0.990 1.194
H 3.953 0.405 2.635
H 4.844 1.902 2.700
H 3.494 2.062 -0.459
H 1.565 3.482 -1.087
H 0.433 3.782 3.017
H 2.333 2.330 3.653
H -1.602 4.131 -1.187
H -3.379 4.232 0.658
H -2.154 3.395 1.613
H -3.332 2.317 -1.017
H -3.980 1.907 0.586
```

Energy relative to the best compared isomer or geometry (same formula, charge and spin) ... 0.821 eV
Electronic energy ... -2492.411762 Ha
Spin multiplicity ... 4
LUMO (spin up / spin down) ... -8.2 / -8.3 eV
HOMO-LUMO gap (spin up / spin down) ... 5.63 / 5.50 eV
HOMO level (spin up / spin down) ... -13.8 / -13.8 eV
Total charge ... +2
Expectation value of S² ... 3.79

---

Record 2
Entry from the Open Molecules 2025 dataset: C26H30HfN6O4PSbSe4 as an isolated structure (ωB97M-V/def2-TZVPD).

```
73
C26H30HfN6O4PSbSe4 | the Open Molecules 2025 dataset | ωB97M-V/def2-TZVPD
Hf -0.456 -1.717 -0.160
C -3.376 0.012 -3.337
C -2.529 -0.923 -2.670
N -2.111 -0.696 -1.427
C -2.478 0.513 -0.889
C -3.114 1.458 -1.681
N -3.603 1.239 -2.873
C -2.295 0.669 0.514
C -2.905 1.624 1.337
C -2.772 1.623 2.750
C -1.957 0.605 3.294
C -1.456 -0.389 2.451
N -1.527 -0.301 1.080
C -0.700 -1.519 3.012
C -0.358 -1.655 4.389
N 0.297 -2.699 4.830
C 0.844 -3.527 3.992
C 0.656 -3.398 2.618
N -0.124 -2.396 2.119
C -3.364 2.633 3.621
C -3.678 3.907 3.155
C -3.936 4.934 4.118
N -3.968 4.712 5.426
C -3.829 3.441 5.874
C -3.537 2.393 4.982
H -3.726 -0.198 -4.336
H -2.346 -1.880 -3.205
H -3.198 2.465 -1.382
H -3.711 2.252 0.875
H -1.654 0.661 4.381
H -0.734 -0.933 5.102
H 1.577 -4.241 4.356
H 1.092 -4.052 1.916
H -3.668 4.258 2.130
H -4.112 5.911 3.761
H -3.933 3.250 6.959
H -3.299 1.389 5.434
Se -1.607 -7.802 -1.464
Sb -1.981 -4.921 -0.369
Se -3.291 -3.014 0.865
Se 0.359 -3.933 -1.384
Se -3.495 -6.624 -2.275
C 3.974 -2.808 -0.918
C 3.917 -1.838 -2.095
C 3.369 -2.452 -3.400
C 5.311 -1.276 -2.421
O 3.218 -0.471 -1.859
P 1.775 -0.237 -1.216
O 0.558 -0.647 -1.998
O 1.419 -0.812 0.187
O 1.790 1.348 -1.084
C 1.932 2.403 -2.125
C 1.349 1.931 -3.445
C 3.443 2.657 -2.199
C 1.172 3.660 -1.696
H 4.688 -3.565 -1.267
H 3.012 -3.245 -0.709
H 4.361 -2.329 -0.007
H 4.071 -3.200 -3.854
H 3.292 -1.613 -4.101
H 2.346 -2.847 -3.329
H 5.901 -1.953 -3.087
H 5.856 -1.102 -1.468
H 5.167 -0.298 -2.906
H 1.700 0.890 -3.745
H 1.657 2.584 -4.251
H 0.283 1.860 -3.542
H 4.056 1.793 -2.490
H 3.841 2.930 -1.238
H 3.665 3.506 -2.858
H 0.147 3.613 -2.074
H 1.602 4.645 -2.080
H 1.128 3.742 -0.619
```

Energy relative to the best compared isomer or geometry (same formula, charge and spin) ... 0.000 eV
Electronic energy ... -11873.833485 Ha
LUMO (spin up / spin down) ... -2.6 / -2.6 eV
HOMO-LUMO gap (spin up / spin down) ... 2.82 / 2.81 eV
HOMO level (spin up / spin down) ... -5.4 / -5.4 eV

---

Record 3
Entry from the Open Molecules 2025 dataset: C26H30N2O4P2SeTi as an isolated structure (ωB97M-V/def2-TZVPD).

```
66
C26H30N2O4P2SeTi | the Open Molecules 2025 dataset | ωB97M-V/def2-TZVPD
Ti 1.517 0.731 0.116
O 0.308 0.646 3.738
C 0.085 -0.047 2.764
O 0.934 -0.339 1.819
C -1.295 -0.657 2.606
C -2.115 -0.657 3.728
C -3.383 -1.208 3.681
C -3.848 -1.761 2.496
C -3.043 -1.753 1.369
C -1.759 -1.201 1.399
P -0.664 -1.206 -0.090
C -0.025 -2.936 0.049
C 1.324 -3.177 0.276
C 1.790 -4.476 0.436
C 0.914 -5.550 0.367
C -0.438 -5.320 0.139
C -0.899 -4.022 -0.013
C -1.851 -1.362 -1.482
C -2.942 -0.495 -1.564
C -3.719 -0.433 -2.712
C -3.410 -1.230 -3.808
C -2.317 -2.084 -3.744
C -1.544 -2.147 -2.593
H -1.724 -0.210 4.631
H -4.009 -1.208 4.566
H -4.838 -2.199 2.448
H -3.421 -2.178 0.448
H 2.013 -2.345 0.310
H 2.844 -4.648 0.610
H 1.277 -6.563 0.487
H -1.131 -6.151 0.085
H -1.956 -3.848 -0.184
H -3.176 0.145 -0.721
H -4.562 0.246 -2.756
H -4.011 -1.178 -4.707
H -2.058 -2.696 -4.599
H -0.677 -2.797 -2.562
C 4.912 2.667 2.251
C 3.619 2.317 1.581
N 3.461 1.203 0.952
O 4.550 0.354 0.933
C 2.486 3.226 1.556
C 2.530 4.607 2.125
N 1.422 2.737 0.984
O 0.343 3.430 0.824
H 5.361 1.768 2.665
H 4.759 3.403 3.038
H 5.607 3.076 1.514
H 4.306 -0.190 0.146
H 3.490 5.091 1.941
H 2.345 4.602 3.204
H 1.735 5.187 1.656
Se 2.673 -0.344 -1.625
C -0.051 1.275 -3.354
P 0.197 2.080 -1.728
C 1.160 3.543 -2.242
C -1.476 2.775 -1.410
H -0.416 1.982 -4.101
H -0.771 0.463 -3.247
H 0.900 0.844 -3.667
H 0.619 4.131 -2.987
H 2.102 3.188 -2.661
H 1.358 4.151 -1.359
H -1.459 3.857 -1.533
H -1.762 2.560 -0.383
H -2.193 2.333 -2.104
```

Energy relative to the best compared isomer or geometry (same formula, charge and spin) ... 0.393 eV
Electronic energy ... -5352.948543 Ha
Spin multiplicity ... 2
LUMO (spin up / spin down) ... 2.7 / 2.7 eV
HOMO-LUMO gap (spin up / spin down) ... 6.32 / 6.84 eV
HOMO level (spin up / spin down) ... -3.6 / -4.2 eV
Total charge ... -1
Expectation value of S² ... 0.76

---

Record 4
Entry from the Open Molecules 2025 dataset: a 2-piece molecular cluster, C26H31BNO5 overall (ωB97M-V/def2-TZVPD).

```
64
C26H31BNO5 | the Open Molecules 2025 dataset | ωB97M-V/def2-TZVPD
C 7.517 -2.610 -0.404
C 6.695 -1.674 0.329
C 6.769 -1.165 1.598
C 5.681 -0.255 1.720
C 5.013 -0.230 0.517
B 3.848 0.695 -0.089
O 4.253 1.416 -1.287
C 3.630 0.871 -2.464
C 2.916 -0.427 -2.127
N 2.643 -0.312 -0.665
C 2.514 -1.627 0.004
C 1.455 0.556 -0.369
C 1.813 1.236 0.954
O 3.228 1.468 0.982
O 5.637 -1.110 -0.337
H 8.323 -2.983 0.226
H 6.971 -3.489 -0.768
H 7.949 -2.111 -1.279
H 7.533 -1.363 2.343
H 5.442 0.350 2.586
H 2.900 1.597 -2.861
H 4.396 0.699 -3.231
H 1.971 -0.538 -2.670
H 3.544 -1.310 -2.294
H 1.460 -1.930 -0.037
H 3.120 -2.362 -0.536
H 2.850 -1.549 1.043
H 1.337 1.299 -1.166
H 0.559 -0.067 -0.322
H 1.303 2.210 1.074
H 1.516 0.573 1.792
C -5.800 5.143 3.275
O -4.533 4.495 3.547
C -3.985 3.579 2.706
C -2.694 3.105 3.053
C -2.052 2.157 2.292
C -2.686 1.556 1.159
C -2.097 0.457 0.460
C -2.862 -0.504 -0.264
C -2.294 -1.362 -1.270
C -3.096 -2.263 -1.959
C -4.486 -2.314 -1.679
O -5.173 -3.304 -2.317
C -4.192 -4.067 -3.104
C -2.837 -3.345 -2.977
C -5.075 -1.476 -0.720
C -4.263 -0.673 0.029
C -3.944 2.124 0.773
C -4.600 3.077 1.529
H -5.930 5.823 4.117
H -5.766 5.719 2.343
H -6.629 4.427 3.253
H -2.250 3.530 3.949
H -1.051 1.828 2.580
H -1.021 0.329 0.539
H -1.232 -1.285 -1.509
H -4.169 -5.085 -2.684
H -4.567 -4.111 -4.137
H -2.559 -2.931 -3.956
H -2.055 -4.047 -2.669
H -6.145 -1.529 -0.576
H -4.715 -0.125 0.851
H -4.435 1.777 -0.134
H -5.593 3.436 1.239
```

Electronic energy ... -1464.926535 Ha
LUMO ... -5.4 eV
HOMO-LUMO gap ... 3.84 eV
HOMO level ... -9.2 eV
Total charge ... +1

---

Record 5
Entry from the Open Molecules 2025 dataset: C26H31Cl3N4O6S2Tl as an isolated structure (ωB97M-V/def2-TZVPD).

```
73
C26H31Cl3N4O6S2Tl | the Open Molecules 2025 dataset | ωB97M-V/def2-TZVPD
Tl -0.889 0.040 0.022
N -1.202 1.199 -2.651
C 0.018 1.269 -3.436
C 0.979 2.279 -2.829
C 1.524 1.806 -1.434
O 2.042 2.694 -0.749
O 1.380 0.598 -1.150
H -1.787 0.410 -2.902
H -1.751 2.045 -2.748
H -0.172 1.512 -4.502
H 0.508 0.293 -3.387
H 0.496 3.248 -2.677
H 1.837 2.434 -3.487
Cl -0.044 0.340 3.283
C -1.190 -0.973 3.589
Cl -2.771 -0.541 2.949
H -1.275 -1.136 4.660
H -0.830 -1.854 3.052
C -1.225 -2.280 -4.108
S -1.922 -2.765 -2.460
C -0.292 -3.106 -1.715
O -2.398 -1.504 -1.868
H -0.804 -3.161 -4.578
H -0.465 -1.523 -3.952
H -2.030 -1.883 -4.719
H 0.204 -3.882 -2.289
H -0.452 -3.427 -0.690
H 0.284 -2.184 -1.700
S -4.167 2.004 -1.011
C -3.405 3.172 -0.149
N -2.728 4.146 -0.782
C -2.090 5.245 -0.133
C -2.795 5.737 1.143
C -3.528 4.654 1.948
C -3.480 3.242 1.333
H -2.672 4.067 -1.787
H -1.938 6.041 -0.867
H -3.262 6.717 1.092
H -4.465 4.954 2.408
H -4.279 2.585 1.677
C 5.201 -4.283 -0.584
C 4.161 -5.103 0.118
C 4.061 -6.467 -0.100
C 3.073 -7.201 0.532
Cl 2.964 -8.909 0.222
C 2.184 -6.599 1.402
C 2.285 -5.238 1.631
C 3.259 -4.474 0.994
O 3.447 -3.146 1.226
C 2.361 -2.257 0.974
C 1.055 -2.447 1.790
O 1.107 -2.809 2.967
O 0.001 -2.187 1.155
H 5.963 -4.919 -1.026
H 5.661 -3.588 0.115
H 4.732 -3.693 -1.372
H 4.752 -6.951 -0.776
H 1.428 -7.185 1.904
H 1.613 -4.762 2.327
H 2.106 -2.273 -0.092
H 2.754 -1.265 1.209
N -0.358 7.337 3.302
C -0.863 6.497 2.709
C -1.505 5.474 1.962
C -0.782 4.966 0.685
C -0.358 3.535 0.757
N -0.993 2.636 1.371
C -2.153 2.964 2.127
C -2.249 4.376 2.754
H 0.046 5.601 0.369
H 0.563 3.255 0.254
H -2.301 2.168 2.858
H -2.181 4.433 3.838
```

Energy relative to the best compared isomer or geometry (same formula, charge and spin) ... 3.001 eV
Electronic energy ... -4029.291405 Ha
LUMO ... 2.0 eV
HOMO-LUMO gap ... 7.36 eV
HOMO level ... -5.4 eV
Total charge ... -1

---

Record 6
Entry from the Open Molecules 2025 dataset: C26H31ClN2O8Ta as an isolated structure (ωB97M-V/def2-TZVPD).

```
69
C26H31ClN2O8Ta | the Open Molecules 2025 dataset | ωB97M-V/def2-TZVPD
Ta -0.688 -0.120 -0.272
O -2.706 4.459 0.380
C -2.516 3.211 -0.018
O -2.976 2.231 0.506
C -1.684 3.110 -1.257
C -1.521 4.185 -2.109
C -0.945 3.980 -3.356
C -0.636 2.687 -3.737
C -0.831 1.676 -2.816
N -1.271 1.874 -1.569
C -0.708 0.227 -3.179
O -0.383 -0.179 -4.251
O -1.081 -0.535 -2.145
H -3.238 4.449 1.191
H -1.869 5.160 -1.801
H -0.796 4.809 -4.034
H -0.270 2.432 -4.722
C -1.907 -2.170 -0.117
C -0.854 -2.320 0.832
C -1.090 -1.389 1.882
C -2.270 -0.667 1.593
C -2.754 -1.109 0.329
C -4.024 -0.697 -0.351
C -2.921 0.263 2.559
C -0.345 -1.294 3.168
C 0.150 -3.425 0.905
C -2.224 -3.064 -1.274
H -4.808 -1.424 -0.124
H -3.905 -0.678 -1.434
H -4.355 0.283 -0.020
H -3.116 -0.291 3.481
H -3.861 0.650 2.182
H -2.281 1.107 2.812
H 0.601 -1.828 3.132
H -0.954 -1.740 3.959
H -0.158 -0.258 3.451
H -0.162 -4.128 1.681
H 1.142 -3.054 1.159
H 0.228 -3.971 -0.030
H -3.139 -3.616 -1.051
H -1.438 -3.795 -1.448
H -2.385 -2.504 -2.193
C 5.005 0.157 1.387
N 3.615 0.563 1.469
C 2.856 -0.262 2.378
C 2.928 0.814 0.211
C 2.565 -0.398 -0.629
C 3.635 -0.946 -1.348
C 3.503 -2.056 -2.154
C 2.247 -2.631 -2.295
C 1.173 -2.073 -1.640
C 1.273 -0.957 -0.773
H 5.459 0.266 2.373
H 5.542 0.807 0.697
H 5.147 -0.887 1.071
H 3.342 -0.273 3.354
H 2.756 -1.308 2.040
H 1.861 0.164 2.500
H 3.562 1.472 -0.388
H 2.037 1.377 0.446
H 4.596 -0.455 -1.284
H 4.356 -2.449 -2.690
H 2.098 -3.486 -2.942
H 0.206 -2.510 -1.836
O 1.366 2.356 2.503
Cl 0.271 2.597 1.658
O 0.600 3.281 0.460
O -0.847 3.144 2.324
O -0.201 1.155 1.213
```

Energy relative to the best compared isomer or geometry (same formula, charge and spin) ... 0.656 eV
Electronic energy ... -2237.612437 Ha
LUMO ... -4.2 eV
HOMO-LUMO gap ... 6.37 eV
HOMO level ... -10.6 eV
Total charge ... +1

---

Record 7
Entry from the Open Molecules 2025 dataset: one molecule with the formula C26H31ClN4O3 (ωB97M-V/def2-TZVPD).

```
65
C26H31ClN4O3 | the Open Molecules 2025 dataset | ωB97M-V/def2-TZVPD
O 3.372 1.473 4.463
C 3.595 0.583 3.687
O 4.353 0.765 2.596
H 4.662 1.684 2.545
C 3.092 -0.832 3.782
H 3.349 -1.221 4.769
H 3.597 -1.423 3.017
C 1.562 -0.926 3.593
C 0.828 -0.303 4.782
C -0.680 -0.410 4.565
C -1.080 -1.880 4.451
C -0.345 -2.511 3.271
C -0.739 -1.793 1.982
H -1.813 -1.878 1.822
C -0.356 -0.315 2.095
N -0.728 0.387 0.852
N 0.245 1.004 0.223
C 0.038 1.625 -0.884
C -1.235 1.709 -1.543
C -2.259 1.125 -0.822
C -2.053 0.418 0.420
O -2.951 -0.107 1.058
Cl -3.934 1.223 -1.254
N -1.370 2.337 -2.741
C -0.343 3.185 -3.297
H -0.852 4.030 -3.774
C 0.482 2.411 -4.356
N -0.311 1.351 -4.945
C -0.135 0.014 -4.570
C -0.767 -0.978 -5.328
C -0.614 -2.315 -5.028
C 0.181 -2.712 -3.965
C 0.827 -1.744 -3.219
C 0.677 -0.402 -3.514
H 1.193 0.311 -2.891
H 1.454 -2.030 -2.387
H 0.297 -3.758 -3.727
H -1.116 -3.055 -5.634
H -1.373 -0.698 -6.177
C -1.673 1.813 -5.113
H -2.246 1.124 -5.730
C -2.355 1.939 -3.731
H -3.177 2.664 -3.774
H -2.757 0.967 -3.453
H -1.639 2.776 -5.628
H 1.397 2.000 -3.934
H 0.770 3.100 -5.160
H 0.292 3.592 -2.512
H 0.921 2.083 -1.297
C 1.154 -0.198 2.308
H 1.423 0.857 2.376
H 1.682 -0.621 1.452
C -1.077 0.325 3.286
H -2.154 0.260 3.136
H -0.798 1.379 3.354
H -0.226 -2.237 1.125
C 1.164 -2.401 3.481
H 1.452 -2.931 4.391
H 1.688 -2.865 2.642
H -0.623 -3.568 3.188
H -2.158 -1.960 4.299
H -0.828 -2.408 5.373
H -1.201 0.047 5.413
H 1.106 -0.825 5.700
H 1.121 0.742 4.892
```

Energy relative to the best compared isomer or geometry (same formula, charge and spin) ... 0.805 eV
Electronic energy ... -1914.333508 Ha
LUMO ... 0.5 eV
HOMO-LUMO gap ... 8.43 eV
HOMO level ... -8.0 eV